The following is a quantum chemistry calculation of C15H14Co2NO8 as an isolated structure, from the Open Molecules 2025 dataset.

Each line ends with the Löwdin charge.
CARTESIAN COORDINATES (ANGSTROEM)
C: 4.887 -2.714 1.852  -0.033
O: 3.553 -3.048 1.479  -0.039
C: 2.786 -1.970 1.220  -0.452
C: 1.420 -2.428 0.753  -0.200
C: 0.836 -3.559 1.638  -0.092
C: -0.631 -3.193 1.871  -0.130
C: -0.824 -1.800 1.275  -0.205
N: 0.453 -1.335 0.714  -0.043
O: 3.165 -0.825 1.336  0.117
H: 5.408 -3.669 1.889  0.100
H: 5.344 -2.045 1.117  0.102
H: 4.891 -2.231 2.834  0.105
H: 1.579 -2.777 -0.275  0.167
H: 0.956 -4.500 1.085  0.129
H: 1.394 -3.662 2.581  0.128
H: -1.285 -3.903 1.361  0.118
H: -0.890 -3.192 2.932  0.119
H: -1.588 -1.823 0.486  0.129
H: -1.134 -1.114 2.070  0.117
H: 0.361 -1.022 -0.264  0.121
O: -3.681 4.286 1.454  0.178
C: -3.199 4.082 0.422  -0.102
Co: -2.488 3.731 -1.166  0.065
C: -3.663 2.486 -1.606  -0.132
O: -4.461 1.705 -1.914  0.161
C: -3.200 5.129 -1.987  -0.121
O: -3.715 6.009 -2.525  0.174
C: -0.634 3.052 -0.623  -0.158
C: -0.410 1.690 -0.447  -0.189
C: -0.385 0.688 0.504  0.177
Co: -0.518 2.137 -2.159  0.047
C: -1.424 0.663 -2.566  -0.088
O: -2.033 -0.291 -2.827  0.177
C: 1.050 1.888 -3.051  -0.029
O: 2.022 1.753 -3.662  0.179
C: -1.361 3.305 -3.323  -0.127
O: -1.575 3.825 -4.339  0.167
H: -0.065 3.816 -0.073  0.110
H: -1.342 0.169 0.666  0.111
H: 0.402 0.686 1.265  0.140

Multiplicity: 1
Net charge: +1
Frontier orbital gap (eV): 5.8306
Strongest force on any atom (eV/A): 4.5
E_tot (Ha): -4001.72398

=====

The following is a quantum chemistry calculation of C15H14F3N9PdS as an isolated structure, from the Open Molecules 2025 dataset.

Each line ends with the Löwdin charge.
CARTESIAN COORDINATES (ANGSTROEM)
Pd: -0.429 -0.036 0.169  0.727
N: -2.302 4.005 0.048  0.064
C: -1.568 2.878 -0.013  -0.872
S: -2.458 1.391 -0.191  0.492
N: -0.265 3.057 0.074  -0.011
N: 0.511 1.989 0.001  -0.046
C: 1.804 2.076 0.054  -0.183
C: 2.507 3.377 0.149  -0.174
C: 2.133 4.331 1.095  -0.033
C: 2.749 5.571 1.126  -0.079
C: 3.749 5.885 0.217  -0.091
C: 4.137 4.942 -0.722  -0.084
C: 3.518 3.703 -0.760  -0.049
C: 2.535 0.801 -0.062  -0.201
C: 3.919 0.706 0.109  -0.008
C: 4.547 -0.515 -0.041  -0.054
C: 3.789 -1.639 -0.333  -0.056
C: 2.419 -1.484 -0.432  -0.129
N: 1.811 -0.310 -0.310  0.040
H: -3.302 3.943 0.024  0.072
H: -1.842 4.875 0.261  0.099
H: 1.364 4.097 1.815  0.109
H: 2.444 6.304 1.862  0.102
H: 4.217 6.861 0.236  0.100
H: 4.919 5.170 -1.436  0.102
H: 3.798 2.995 -1.529  0.116
H: 4.483 1.587 0.375  0.111
H: 5.620 -0.596 0.076  0.110
H: 4.248 -2.609 -0.456  0.104
H: 1.766 -2.328 -0.617  0.089
N: -3.949 -2.295 0.442  0.149
N: -2.836 -2.482 -0.327  -0.274
N: -2.838 -3.168 -1.440  0.131
C: -1.556 -3.107 -1.788  -0.193
N: -0.831 -2.412 -0.908  0.002
N: -1.669 -2.019 0.030  -0.011
H: -4.764 -2.194 -0.145  0.105
H: -3.804 -1.496 1.047  0.096
H: -1.165 -3.558 -2.681  0.106
F: -1.317 0.072 2.784  0.068
C: -0.202 -0.187 2.094  -0.692
F: 0.764 0.593 2.601  0.084
F: 0.141 -1.462 2.372  0.059

Multiplicity: 1
Frontier orbital gap (spin up / spin down) (eV): 6.4176 / 6.4561
Strongest force on any atom (eV/A): 1.2
E_tot (Ha): -1898.38075

=====

The following is a quantum chemistry calculation of one molecule with the formula C15H14N2O2S, from the Open Molecules 2025 dataset.

Each line ends with the Löwdin charge.
CARTESIAN COORDINATES (ANGSTROEM)
C: 0.222 3.200 -4.740  -0.047
C: 0.589 2.608 -3.414  -0.268
C: 0.126 3.186 -2.235  -0.027
C: 0.478 2.660 -1.005  -0.049
C: 1.293 1.546 -0.956  -0.299
S: 1.755 0.887 0.637  0.663
O: 2.407 1.916 1.393  -0.288
O: 2.425 -0.367 0.457  -0.275
N: 0.268 0.688 1.393  -0.066
C: -0.479 -0.490 1.272  -0.294
C: -0.502 -1.144 0.031  -0.031
C: -1.235 -2.296 -0.154  0.000
C: -1.965 -2.785 0.920  -0.222
N: -2.773 -3.882 1.029  0.069
C: -3.274 -3.939 2.299  -0.108
C: -2.809 -2.890 3.030  -0.035
C: -1.964 -2.129 2.175  -0.178
C: -1.204 -0.973 2.346  0.031
C: 1.768 0.957 -2.111  -0.057
C: 1.413 1.490 -3.338  -0.028
H: -0.797 3.578 -4.726  0.080
H: 0.885 4.034 -4.967  0.088
H: 0.318 2.466 -5.535  0.077
H: -0.513 4.055 -2.285  0.116
H: 0.132 3.099 -0.083  0.117
H: 0.273 1.095 2.316  0.117
H: 0.077 -0.734 -0.779  0.090
H: -1.239 -2.799 -1.110  0.111
H: -2.958 -4.545 0.297  0.155
H: -3.933 -4.734 2.591  0.111
H: -3.033 -2.677 4.056  0.099
H: -1.183 -0.464 3.299  0.118
H: 2.404 0.090 -2.028  0.116
H: 1.780 1.035 -4.247  0.114

Multiplicity: 1
Frontier orbital gap (eV): 8.6870
Strongest force on any atom (eV/A): 1.0
Structure (SMILES): Cc1ccc(S(=O)(=O)Nc2ccc3[nH]ccc3c2)cc1
E_tot (Ha): -1238.18164

=====

The following is a quantum chemistry calculation of one molecule with the formula C15H14N2O5S, from the Open Molecules 2025 dataset.

Each line ends with the Löwdin charge.
CARTESIAN COORDINATES (ANGSTROEM)
C: -2.763 -1.580 -1.501  -0.055
C: -2.709 -2.466 -0.266  -0.204
O: -1.688 -2.048 0.647  -0.003
C: -0.443 -2.447 0.395  -0.491
O: -0.114 -3.113 -0.549  0.122
C: 0.499 -1.981 1.497  -0.017
C: 1.816 -1.579 0.925  -0.379
C: 2.825 -2.408 0.549  -0.351
S: 4.144 -1.509 -0.104  1.047
C: 3.205 -0.046 0.188  -0.605
N: 3.712 1.179 -0.144  0.114
C: 2.997 2.360 -0.238  -0.421
O: 3.575 3.416 -0.310  0.108
C: 1.520 2.177 -0.297  -0.175
C: 0.969 1.510 -1.383  -0.033
C: -0.402 1.304 -1.488  0.020
C: -1.182 1.775 -0.460  -0.199
C: -0.631 2.460 0.625  -0.187
C: 0.718 2.691 0.724  0.074
O: -1.630 2.816 1.490  0.041
C: -2.826 2.325 0.927  -0.152
O: -2.538 1.684 -0.298  0.018
N: 2.054 -0.257 0.716  0.123
H: -1.835 -1.675 -2.060  0.075
H: -2.905 -0.541 -1.215  0.058
H: -3.589 -1.892 -2.133  0.081
H: -3.637 -2.402 0.306  0.123
H: -2.518 -3.505 -0.553  0.122
H: 0.050 -1.136 2.017  0.126
H: 0.623 -2.816 2.190  0.136
H: 2.872 -3.475 0.610  0.074
H: 4.718 1.259 -0.239  0.152
H: 1.615 1.142 -2.166  0.125
H: -0.833 0.793 -2.331  0.116
H: 1.143 3.223 1.558  0.136
H: -3.291 1.604 1.618  0.141
H: -3.522 3.160 0.750  0.141

Multiplicity: 1
Frontier orbital gap (eV): 8.7865
Strongest force on any atom (eV/A): 1.3
Structure (SMILES): CCOC(=O)Cc1csc(NC(=O)c2ccc3c(c2)OCO3)n1
E_tot (Ha): -1463.91667

=====

The following is a quantum chemistry calculation of C15H15AlCaClF10KN3O9S3 as an isolated structure, from the Open Molecules 2025 dataset.

Each line ends with the Löwdin charge.
CARTESIAN COORDINATES (ANGSTROEM)
O: 3.527 0.434 -1.760  0.207
C: 2.478 0.826 -1.432  -0.461
F: 2.092 0.857 -0.121  0.090
C: 1.412 1.396 -2.348  -0.001
C: 1.372 2.901 -2.056  -0.130
C: 2.552 3.577 -2.079  0.014
C: 2.659 4.986 -1.776  -0.042
C: 1.478 5.680 -1.456  -0.135
C: 0.237 4.984 -1.462  -0.381
N: -1.010 5.473 -1.211  -0.215
S: -2.040 4.265 -1.362  0.965
N: -1.051 3.000 -1.722  -0.126
C: 0.137 3.572 -1.752  -0.330
H: 0.443 0.965 -2.077  0.125
H: 1.655 1.201 -3.393  0.148
H: 3.468 3.038 -2.314  0.140
H: 3.621 5.485 -1.793  0.122
H: 1.502 6.740 -1.217  0.122
K: 1.662 4.912 1.171  0.969
F: -3.893 3.078 1.134  -0.724
Ca: -5.696 3.276 1.900  1.640
F: 2.716 6.925 -3.314  -0.430
C: 4.971 -2.053 -0.454  -0.677
F: 5.734 -1.799 -1.514  0.140
F: 4.954 -0.937 0.301  0.096
F: 3.714 -2.234 -0.900  0.105
S: 5.568 -3.510 0.489  0.574
O: 6.887 -3.155 0.919  -0.262
O: 5.482 -4.595 -0.442  -0.260
N: 4.438 -3.461 1.606  -0.287
S: 4.486 -4.581 2.729  0.565
O: 5.553 -4.482 3.674  -0.244
O: 4.130 -5.903 2.316  -0.252
C: 3.007 -3.971 3.635  -0.657
F: 1.908 -3.956 2.846  0.105
F: 3.190 -2.701 4.096  -0.183
F: 2.691 -4.629 4.709  0.144
Al: 2.924 -0.782 4.944  0.888
C: -7.779 -0.396 -2.007  -0.059
C: -7.189 0.287 -3.214  -0.050
O: -6.751 1.548 -2.652  0.074
C: -6.566 1.362 -1.371  -0.596
O: -6.021 2.188 -0.619  -0.266
O: -7.010 0.201 -0.934  0.110
H: -7.658 -1.475 -2.025  0.149
H: -8.832 -0.161 -1.857  0.145
H: -6.323 -0.234 -3.619  0.151
H: -7.910 0.443 -4.011  0.150
F: 3.287 -3.216 6.225  -0.556
C: -2.113 -3.515 2.901  -0.090
C: -1.839 -3.029 1.489  -0.327
O: -0.653 -2.242 1.441  -0.091
H: -2.215 -2.669 3.583  0.070
H: -3.026 -4.111 2.941  0.073
H: -1.284 -4.124 3.266  0.077
H: -2.659 -2.404 1.134  0.100
H: -1.729 -3.877 0.806  0.112
H: 0.076 -2.797 1.744  0.063
Cl: -4.765 3.399 -1.737  0.402

Multiplicity: 1
Net charge: +1
Frontier orbital gap (eV): 1.1716
Strongest force on any atom (eV/A): 3.0
E_tot (Ha): -5594.78707

=====

The following is a quantum chemistry calculation of C15H15AlF16NO2 as an isolated structure, from the Open Molecules 2025 dataset.

Each line ends with the Löwdin charge.
CARTESIAN COORDINATES (ANGSTROEM)
Al: 7.105 -3.933 4.255  0.151
C: 5.117 -3.524 4.101  -0.310
C: 4.531 -2.386 4.668  -0.136
C: 3.170 -2.128 4.503  -0.118
C: 2.414 -3.022 3.761  -0.228
N: 2.920 -4.121 3.202  0.025
C: 4.226 -4.338 3.386  -0.209
H: 7.746 -2.805 5.236  -0.153
H: 7.342 -5.449 4.779  -0.165
H: 7.745 -3.781 2.759  -0.162
H: 5.144 -1.694 5.240  0.079
H: 2.702 -1.242 4.922  0.091
H: 1.351 -2.838 3.611  0.087
H: 4.607 -5.245 2.919  0.084
C: 1.232 -0.425 -0.475  -0.032
C: 2.401 0.323 0.177  -0.440
C: 2.575 0.144 1.686  -0.306
F: 1.502 0.641 2.345  0.086
F: 3.666 0.836 2.080  0.103
F: 2.354 1.636 -0.140  0.131
F: 3.531 -0.201 -0.380  0.106
O: 0.067 0.340 -0.734  0.050
C: -0.952 0.433 0.161  -0.550
C: -1.226 1.894 0.541  -0.287
F: -0.146 2.447 1.121  0.108
F: -2.253 1.930 1.425  0.093
F: -0.767 -0.331 1.248  0.157
F: -2.083 -0.008 -0.454  0.129
H: 1.596 -0.703 -1.463  0.148
H: 1.007 -1.346 0.062  0.150
H: 2.705 -0.911 1.943  0.156
H: -1.494 2.464 -0.350  0.151
C: -5.724 2.670 -3.571  -0.041
C: -5.760 1.426 -4.469  -0.442
C: -5.365 0.088 -3.834  -0.309
F: -4.081 0.114 -3.435  0.101
F: -5.507 -0.886 -4.761  0.099
F: -5.044 1.634 -5.589  0.141
F: -7.072 1.269 -4.829  0.095
O: -4.582 3.495 -3.689  0.054
C: -3.487 3.317 -2.894  -0.548
C: -2.219 3.068 -3.721  -0.282
F: -2.358 1.958 -4.467  0.108
F: -1.184 2.888 -2.869  0.100
F: -3.669 2.348 -1.982  0.149
F: -3.276 4.473 -2.217  0.140
H: -6.546 3.290 -3.926  0.149
H: -5.936 2.410 -2.534  0.148
H: -6.009 -0.139 -2.980  0.174
H: -2.018 3.923 -4.369  0.176

Multiplicity: 1
Net charge: -1
Frontier orbital gap (eV): 6.6635
Strongest force on any atom (eV/A): 0.5
E_tot (Ha): -2626.14799

=====

The following is a quantum chemistry calculation of a 2-piece molecular cluster, C15H15BCl4O overall, from the Open Molecules 2025 dataset.

Each line ends with the Löwdin charge.
CARTESIAN COORDINATES (ANGSTROEM)
Cl: 3.971 2.811 1.864  0.515
B: 3.200 1.130 1.855  -1.825
Cl: 3.966 -0.043 0.576  0.515
Cl: 3.313 0.294 3.532  0.482
O: 1.765 1.376 1.517  -0.080
C: 0.873 0.465 1.386  -0.085
C: -0.505 0.754 1.659  -0.167
C: -1.404 -0.320 1.796  0.009
C: -2.739 -0.081 2.086  -0.082
C: -3.194 1.239 2.220  -0.650
Cl: -4.867 1.525 2.499  0.713
C: -2.302 2.320 2.120  -0.071
C: -0.957 2.081 1.857  0.032
H: 1.200 -0.577 1.274  0.134
H: -1.014 -1.327 1.682  0.127
H: -3.441 -0.898 2.190  0.109
H: -2.679 3.333 2.238  0.113
H: -0.251 2.906 1.799  0.136
C: -0.555 -2.951 -2.325  -0.047
C: 0.401 -1.964 -1.741  -0.222
C: 1.718 -2.446 -1.252  -0.039
C: 0.136 -0.603 -1.800  -0.227
C: 0.926 0.465 -1.190  -0.087
C: 0.406 1.693 -1.614  -0.054
C: -0.675 1.445 -2.530  -0.067
C: -0.885 0.059 -2.594  -0.031
H: -0.204 -3.966 -2.116  0.076
H: -1.563 -2.839 -1.911  0.091
H: -0.640 -2.845 -3.417  0.099
H: 1.694 -3.530 -1.107  0.082
H: 2.514 -2.220 -1.980  0.113
H: 2.021 -1.971 -0.315  0.044
H: 1.876 0.281 -0.704  0.033
H: 0.745 2.675 -1.302  0.111
H: -1.203 2.209 -3.097  0.097
H: -1.649 -0.479 -3.154  0.103

Multiplicity: 1
Frontier orbital gap (eV): 6.6007
Strongest force on any atom (eV/A): 2.5
E_tot (Ha): -2521.52106

=====

The following is a quantum chemistry calculation of C15H15BF4IN7O2Ru as an isolated structure, from the Open Molecules 2025 dataset.

Each line ends with the Löwdin charge.
CARTESIAN COORDINATES (ANGSTROEM)
Ru: -0.487 -1.237 -0.483  1.410
C: -4.029 0.613 2.001  0.025
C: -2.731 1.319 2.055  -0.172
N: -2.677 2.504 2.644  0.172
C: -1.526 3.135 2.732  0.020
C: -0.274 2.616 2.285  -0.064
C: 0.955 3.446 2.534  -0.169
O: 1.893 3.244 1.496  -0.041
C: -0.269 1.379 1.667  -0.036
C: 0.978 0.674 1.397  0.008
N: 1.059 -0.409 0.720  -0.060
C: 2.304 -1.086 0.562  -0.337
C: 3.487 -0.410 0.286  0.007
C: 4.651 -1.142 0.112  -0.019
C: 4.634 -2.527 0.193  -0.021
C: 3.453 -3.213 0.449  -0.094
C: 2.295 -2.483 0.628  -0.597
I: 0.467 -3.409 1.036  1.209
C: -1.534 0.728 1.473  -0.210
O: -1.680 -0.363 0.831  -0.139
H: -4.836 1.340 2.032  0.109
H: -4.119 -0.010 2.899  0.124
H: -4.118 -0.041 1.137  0.090
H: -1.546 4.118 3.192  0.148
H: 1.380 3.152 3.506  0.156
H: 0.661 4.494 2.622  0.142
H: 2.415 4.043 1.362  0.121
H: 1.874 1.066 1.868  0.151
H: 3.489 0.666 0.167  0.133
H: 5.576 -0.627 -0.107  0.129
H: 5.546 -3.086 0.041  0.129
H: 3.446 -4.293 0.497  0.118
F: 0.640 -2.073 -1.915  -0.205
B: 1.292 -0.880 -2.824  -1.124
F: 2.605 -1.105 -2.797  0.254
F: 0.624 -0.929 -3.986  0.230
F: 0.870 0.201 -1.999  0.065
N: -4.386 -1.910 -3.934  0.176
N: -3.287 -1.300 -3.382  -0.250
N: -2.803 -0.178 -3.869  0.187
C: -1.854 0.118 -3.006  -0.142
N: -1.813 -0.801 -2.034  -0.131
N: -2.739 -1.713 -2.290  0.113
H: -4.381 -1.690 -4.927  0.127
H: -4.303 -2.911 -3.781  0.123
H: -1.200 0.969 -3.090  0.137

Multiplicity: 5
Net charge: +2
Frontier orbital gap (spin up / spin down) (eV): 7.8092 / 5.5050
Strongest force on any atom (eV/A): 0.7
E_tot (Ha): -1930.78191